Formula: C15H28N4O5P2SV
Source: the Open Molecules 2025 dataset
Level of theory: ωB97M-V/def2-TZVPD

Structure (XYZ):
```
56
C15H28N4O5P2SV | the Open Molecules 2025 dataset | ωB97M-V/def2-TZVPD
V -0.02 0.77 0.29
O -2.96 0.15 2.98
C -2.17 0.85 2.40
O -1.33 0.39 1.50
C -2.03 2.33 2.69
C -2.56 2.75 3.91
C -2.44 4.05 4.36
C -1.80 4.98 3.54
C -1.30 4.58 2.31
C -1.39 3.26 1.85
S -0.73 2.99 0.21
H -3.06 2.00 4.52
H -2.85 4.35 5.32
H -1.70 6.01 3.85
H -0.82 5.31 1.67
C 3.79 3.43 -0.74
N 2.58 2.68 -1.05
C 1.78 3.32 -2.11
P 2.66 1.07 -1.04
O 1.32 0.43 -1.33
O 3.25 0.75 0.42
P 2.49 0.05 1.68
O 1.38 -0.87 1.26
N 3.73 -0.69 2.44
C 5.11 -0.65 1.98
C 3.40 -1.93 3.16
N 1.88 1.29 2.53
C 1.04 0.90 3.68
C 2.74 2.43 2.84
N 3.80 0.48 -2.05
C 3.41 -0.19 -3.29
C 5.17 0.21 -1.65
H 3.51 4.41 -0.35
H 4.42 3.57 -1.62
H 4.38 2.93 0.03
H 1.42 4.28 -1.73
H 0.91 2.72 -2.34
H 2.38 3.47 -3.01
H 5.36 0.31 1.54
H 5.32 -1.44 1.24
H 5.77 -0.80 2.83
H 2.35 -1.94 3.46
H 4.01 -1.99 4.06
H 3.57 -2.81 2.54
H 0.42 0.05 3.43
H 0.39 1.73 3.93
H 1.67 0.66 4.55
H 3.33 2.72 1.97
H 3.41 2.20 3.68
H 2.11 3.28 3.10
H 2.36 -0.04 -3.50
H 3.60 -1.26 -3.22
H 4.00 0.21 -4.12
H 5.45 0.76 -0.75
H 5.85 0.50 -2.45
H 5.32 -0.86 -1.45
```

Output
Kohn-Sham gap (alpha / beta): 6.995 / 7.388 eV
energy: -3208.7241 Eh
<S²>: 3.760
2S+1: 4

Löwdin population analysis, charges in e, atoms 1 to 8:
1 V 0.641
2 O 0.066
3 C -0.579
4 O -0.236
5 C -0.161
6 C -0.039
7 C -0.092
8 C -0.101